This record from OMol25 describes a 2-piece molecular cluster, C2H2ClIO overall at a distorted geometry. The level of theory is ωB97M-V/def2-TZVPD.

Results
LUMO energy (spin up / spin down): 0.0774 / -0.5680 eV
frontier orbital gap (spin up / spin down): 8.5 / 7.7 eV
relative energy (zero: lowest compared OMol25 entry of this formula, charge and spin): 334.9 kJ/mol

Atoms and positions in Å:
C (-0.88634, 0.38346, -1.05782)
C (1.97651, 0.92088, 0.52329)
O (-1.40644, 1.34281, -1.48827)
Cl (2.24980, 2.59468, 0.36928)
I (3.39426, -0.40868, -0.24108)
H (-1.20217, -0.65940, -1.05309)
H (1.56250, 0.61907, 1.47005)

Atomic forces in eV per Å
C 0.735 1.296 0.243
C 0.448 -0.154 -0.147
O -0.046 -0.604 0.052
Cl -0.078 -0.138 -0.083
I -0.353 0.298 0.090
H -0.521 -0.651 -0.204
H -0.184 -0.048 0.048

Atom charges from the Löwdin analysis, given in e for atoms 1 to 4: atom 1 (C): -0.05, atom 2 (C): -1.20, atom 3 (O): 0.03, atom 4 (Cl): 0.50


This record from OMol25 describes a 2-piece molecular cluster, C2H2ClNO overall at a distorted geometry. The level of theory is ωB97M-V/def2-TZVPD.

Results
multiplicity: 3
LUMO energy (spin up / spin down): 0.4167 / -4.3466 eV
<S²>: 2.013
frontier orbital gap (spin up / spin down): 8.6 / 7.4 eV
relative energy (zero: lowest compared OMol25 entry of this formula, charge and spin): 6.0 kJ/mol

Atoms and positions in Å:
C (-1.05980, -0.34681, 0.06413)
C (0.13575, 0.36291, 0.28886)
N (-2.11281, -0.77978, 0.08735)
O (1.20684, -0.21047, 0.84448)
Cl (0.66855, 0.65467, -2.10021)
H (0.02638, 1.48453, 0.00390)
H (1.13508, -1.16505, 0.81149)

Atomic forces in eV per Å
C 2.610 1.456 1.136
C -2.351 1.056 0.372
N -2.417 -1.326 -0.455
O 0.615 0.915 -0.209
Cl 0.572 0.281 -1.790
H 1.120 -2.000 0.862
H -0.150 -0.381 0.085

Atom charges from the Löwdin analysis, given in e for atoms 1 to 4: atom 1 (C): -0.31, atom 2 (C): -0.43, atom 3 (N): 0.16, atom 4 (O): 0.03


This record from OMol25 describes a 2-piece molecular cluster, C2H2ClNO2 overall at a distorted geometry. The level of theory is ωB97M-V/def2-TZVPD.

Results
LUMO energy: 0.0902 eV
frontier orbital gap: 9.7 eV
relative energy (zero: lowest compared OMol25 entry of this formula, charge and spin): 467.7 kJ/mol
SMILES: [O-][N+]#CCl.C=O

Atoms and positions in Å:
O (1.78626, -0.85195, -1.38952)
N (1.05670, 0.05038, -1.31319)
C (0.08732, 0.73286, -1.17837)
Cl (-0.59621, 2.14253, -1.28214)
C (-0.55927, -0.43741, 1.27705)
O (0.18760, 0.37695, 1.74279)
H (-1.68995, -0.40912, 0.95440)
H (-0.27244, -1.60423, 1.18898)

Atomic forces in eV per Å
O 2.199 -2.034 -0.139
N -4.210 2.796 0.383
C 3.492 -3.508 -0.426
Cl -1.438 2.787 -0.092
C -0.654 -3.180 0.184
O -1.104 -0.202 -0.511
H 1.649 1.199 0.506
H 0.066 2.142 0.095

Atom charges from the Löwdin analysis, given in e for atoms 1 to 4: atom 1 (O): 0.06, atom 2 (N): -0.18, atom 3 (C): -0.68, atom 4 (Cl): 0.81


This record from OMol25 describes a 2-piece molecular cluster, C2H2ClNS overall at a distorted geometry. The level of theory is ωB97M-V/def2-TZVPD.

Results
LUMO energy: -1.6321 eV
frontier orbital gap: 8.8 eV
relative energy (zero: lowest compared OMol25 entry of this formula, charge and spin): 262.6 kJ/mol

Atoms and positions in Å:
C (0.85343, -0.19562, 1.45585)
C (0.51016, 0.43661, 0.21310)
N (1.34316, -0.74477, 2.35284)
S (-0.43639, -0.60229, -0.85230)
Cl (1.90477, 1.38483, -0.36133)
H (-0.86247, 1.70309, 0.49912)
H (0.33560, -1.69858, -1.05932)

Atomic forces in eV per Å
C 1.005 -0.384 1.051
C -2.043 2.411 0.576
N -0.860 0.578 -0.817
S -0.568 0.032 -0.763
Cl -0.656 -0.449 -0.059
H 2.806 -2.630 -0.396
H 0.316 0.442 0.406

Atom charges from the Löwdin analysis, given in e for atoms 1 to 4: atom 1 (C): -0.41, atom 2 (C): -1.15, atom 3 (N): 0.17, atom 4 (S): 0.68